[1]
16
Properties=species:S:1:pos:R:3:forces:R:3 method="wB97M-V/def2-TZVPD" relative_energy_kj_mol=148.0 total_charge=0 homo_energy_ev=-7.359 smiles="CC/C(N)=C/N"
C 0.61845 2.25676 -0.05708 -1.592 -0.575 -0.501
C 0.68983 0.99168 -0.93485 2.749 0.110 0.407
C 0.08270 -0.26128 -0.34129 -1.665 0.352 1.322
C -0.29624 -0.36969 0.95670 1.296 0.530 1.715
N -0.72679 -1.55780 1.63769 -1.049 -0.938 -0.696
N -0.21868 -1.24777 -1.25643 1.167 0.001 -1.480
H 1.54631 2.74523 0.19783 0.188 0.114 -0.293
H 0.06386 2.04928 0.84660 0.145 0.040 0.300
H -0.07623 2.84681 -0.64372 0.287 1.093 0.270
H 1.81324 0.84995 -1.08990 -1.245 -0.457 0.089
H 0.35718 1.25024 -1.95110 -0.423 -0.491 0.341
H -0.08892 0.38600 1.73452 0.151 0.082 -1.168
H -1.71858 -1.70922 1.50635 -0.097 -0.243 -0.277
H -0.62146 -1.63839 2.65210 0.526 0.779 -0.654
H 0.08816 -0.96568 -2.18062 -0.350 -0.473 0.111
H -1.04380 -1.81504 -1.26762 -0.090 0.076 0.513


[2]
10
Properties=species:S:1:pos:R:3:forces:R:3 method="wB97M-V/def2-TZVPD" relative_energy_kj_mol=269.5 total_charge=0 homo_energy_ev="-8.448 / -8.399"
C 1.41474 0.38491 0.41472 0.669 -0.260 0.637
O -1.64537 0.55658 -1.76182 -0.309 0.023 0.026
O -1.32419 -1.71077 0.86193 0.571 2.026 -1.555
O 0.45944 0.55585 -0.61038 -1.220 0.260 -0.561
P -1.09670 0.79517 -0.30797 0.589 -2.143 1.130
H 2.19181 1.14211 0.30144 -0.107 -0.045 -0.035
H 1.84161 -0.61118 0.29911 -0.052 0.093 0.102
H 0.95920 0.45978 1.39963 -0.006 -0.036 0.074
H -1.09034 0.00004 -2.32208 0.100 -0.167 -0.173
H -1.71020 -1.57250 1.72544 -0.236 0.248 0.357


[3]
65
Properties=species:S:1:pos:R:3:forces:R:3 method="wB97M-V/def2-TZVPD" relative_energy_kj_mol=43.4 total_charge=-2 homo_energy_ev=-1.449
Mg -0.04455 0.52201 -0.11528 0.214 0.031 0.161
C -4.16502 -1.83538 -1.37977 0.031 -0.085 -0.016
C -2.90821 -1.82001 -0.74507 0.047 0.104 -0.031
N -2.47192 -0.80355 -0.04949 -0.261 0.021 0.025
C -3.26204 0.29230 0.08856 0.245 -0.054 0.133
C -4.54107 0.37181 -0.50227 0.019 0.028 0.003
C -4.96871 -0.74036 -1.25740 -0.047 0.044 0.008
C -5.33115 1.53942 -0.33411 0.026 -0.020 0.014
C -4.81798 2.57091 0.39988 0.122 -0.008 0.032
C -3.54449 2.51616 1.00612 -0.102 -0.067 -0.139
C -2.71940 1.39622 0.88508 -0.031 -0.072 0.253
N -1.49099 1.15638 1.40107 -0.111 0.116 -0.087
C -0.84522 1.82794 2.38278 -0.109 -0.272 -0.100
C -1.22865 2.94213 3.12522 0.127 0.022 0.160
C -0.44119 3.43622 4.18615 -0.053 -0.050 -0.105
C 0.73829 2.86028 4.55917 0.016 -0.036 0.020
C 1.19472 1.72607 3.83684 -0.023 0.000 -0.064
C 2.39939 1.06042 4.13723 0.042 -0.047 0.017
C 2.79598 -0.01798 3.39716 0.037 -0.014 0.061
C 1.98588 -0.43328 2.32809 -0.050 0.076 -0.110
N 0.85487 0.15294 2.02176 -0.090 0.416 0.322
C 0.43614 1.22435 2.75746 -0.059 -0.269 -0.177
H -4.46709 -2.69409 -1.96638 0.005 -0.011 0.001
H -2.22825 -2.66367 -0.84575 -0.031 0.055 0.000
H -5.93733 -0.70200 -1.74377 -0.032 0.001 -0.013
H -6.30970 1.60319 -0.79904 0.042 -0.020 0.007
H -5.40187 3.47902 0.51397 0.024 0.012 0.020
H -3.19294 3.39700 1.51043 -0.017 0.039 -0.055
H -2.13432 3.46723 2.89290 -0.046 0.019 0.071
H -0.78680 4.31975 4.71280 -0.038 0.001 0.001
H 1.33401 3.25823 5.37412 -0.001 -0.027 -0.046
H 3.00880 1.42312 4.95786 0.014 0.026 0.016
H 3.72762 -0.53207 3.60111 -0.034 0.007 -0.016
H 2.30748 -1.24610 1.68252 -0.029 0.084 0.030
C 1.17311 -2.94836 -0.33951 0.025 0.227 -0.002
N 0.48616 -1.77240 -0.86190 -0.163 -0.027 -0.366
C 0.28745 -1.75432 -2.13553 -0.112 0.149 0.274
C -0.37686 -0.67208 -2.79721 -0.124 -0.033 0.245
C -0.75623 -0.54438 -4.14148 -0.003 0.100 0.117
C -1.42883 0.68159 -4.23002 0.058 0.024 0.190
C -1.41146 1.22956 -2.93078 0.001 -0.161 -0.034
N -0.79185 0.41488 -2.06517 -0.038 -0.203 -0.744
C 2.62677 -3.04918 -0.75370 0.130 0.025 -0.051
C 3.20631 -4.28992 -1.00377 0.095 0.012 0.041
C 4.54868 -4.39315 -1.35659 -0.038 0.086 0.002
C 5.32232 -3.24495 -1.47405 -0.102 0.053 0.054
C 4.74219 -1.99919 -1.24393 -0.012 -0.083 -0.009
C 3.40227 -1.89454 -0.88815 0.010 -0.046 -0.086
H 0.66380 -3.87679 -0.62489 -0.080 -0.040 -0.081
H 1.11867 -2.89773 0.74997 -0.019 -0.027 0.072
H 0.61516 -2.58959 -2.76512 0.029 -0.075 -0.051
H -0.54685 -1.24762 -4.93636 -0.008 0.008 0.015
H -1.85042 1.13694 -5.11578 -0.001 -0.015 0.046
H -1.81549 2.17833 -2.59425 0.089 -0.094 -0.038
H 2.59954 -5.18717 -0.93004 -0.008 -0.011 0.009
H 4.98281 -5.36664 -1.55532 0.003 -0.012 0.006
H 6.36723 -3.31897 -1.75423 -0.006 0.000 -0.012
H 5.32396 -1.08971 -1.35603 -0.049 -0.047 0.019
H 2.94036 -0.91002 -0.75316 0.113 -0.093 0.009
O 3.52949 2.06471 -1.21380 0.005 -0.032 0.041
C 2.39435 1.84226 -0.80602 -0.277 -0.132 0.163
O 1.92366 0.68473 -0.47655 0.483 0.369 -0.268
C 1.33373 3.00958 -0.61191 -0.293 -0.265 0.042
O 1.68292 4.18127 -0.73598 -0.054 -0.089 -0.012
O 0.16274 2.56827 -0.31868 0.495 0.380 0.015


[4]
96
Properties=species:S:1:pos:R:3:forces:R:3 method="wB97M-V/def2-TZVPD" relative_energy_kj_mol=46.8 total_charge=+1 homo_energy_ev=-9.806
Ta 0.38233 -1.31203 0.43260 -0.817 0.484 -0.352
C 1.51631 1.37521 7.13994 -0.010 -0.010 -0.016
C 1.13911 0.58705 5.91623 -0.070 -0.022 0.000
C -0.14415 0.05592 5.76663 0.068 0.019 0.023
C -0.49985 -0.64210 4.63444 -0.060 0.001 0.006
C 0.40903 -0.87599 3.59309 -0.115 0.082 -0.126
N 0.02431 -1.57869 2.43929 0.050 -0.303 0.224
C -0.96713 -2.56974 2.70884 0.020 0.049 0.008
C -0.66876 -3.69211 3.47434 0.046 -0.016 0.012
C -1.60488 -4.69040 3.66508 -0.010 0.016 0.004
C -2.87317 -4.60209 3.09146 0.023 -0.045 0.004
C -3.86046 -5.72742 3.23244 0.002 0.018 0.000
C -3.17750 -3.47322 2.34885 -0.063 0.011 -0.004
C -2.24264 -2.46045 2.17907 -0.027 0.039 -0.040
N -2.61151 -1.29015 1.45908 -0.010 -0.054 -0.021
C -3.84164 -0.74262 1.42170 0.048 0.023 0.022
C -3.77815 0.38246 0.63737 -0.019 0.013 0.001
C -2.44647 0.45907 0.23172 0.014 0.076 0.040
N -1.73943 -0.55261 0.72621 -0.119 -0.095 0.103
C 1.68752 -0.36576 3.75853 0.057 -0.007 -0.037
C 2.03596 0.37535 4.88758 0.057 0.009 -0.012
N 2.67271 -0.57119 2.75068 -0.093 0.134 0.081
C 4.00047 -0.46192 2.93338 0.028 0.004 -0.047
C 4.58778 -0.30275 1.70073 -0.007 -0.062 0.049
C 3.52486 -0.33277 0.80431 0.059 -0.016 -0.049
N 2.36095 -0.51106 1.43006 0.085 -0.126 0.039
H 1.49068 0.74626 8.03110 0.000 -0.001 -0.003
H 0.82056 2.19924 7.30162 0.002 0.002 0.005
H 2.51864 1.79174 7.05159 -0.001 -0.002 -0.001
H -0.88135 0.21157 6.54527 0.003 0.002 -0.003
H -1.50643 -1.02738 4.54011 0.008 0.005 0.005
H 0.32349 -3.77508 3.90188 -0.004 -0.002 -0.012
H -1.34118 -5.56723 4.24446 0.005 0.002 -0.005
H -4.08645 -5.92458 4.28128 0.005 0.000 -0.002
H -3.45297 -6.64606 2.80630 -0.004 -0.002 0.003
H -4.79496 -5.50447 2.71952 0.004 0.007 0.003
H -4.14166 -3.39837 1.86193 0.012 0.004 -0.002
H -4.65135 -1.17364 1.98394 0.000 -0.002 -0.012
H -4.57469 1.06644 0.40633 0.003 -0.006 -0.004
H -1.96904 1.20502 -0.37748 0.003 -0.019 0.001
H 3.02405 0.81212 4.95465 -0.001 -0.004 -0.014
H 4.42771 -0.49703 3.91963 -0.011 -0.001 0.006
H 5.63520 -0.19936 1.48183 -0.007 0.012 -0.010
H 3.56782 -0.23358 -0.26158 -0.038 -0.045 -0.027
S 0.36393 2.94659 -1.82728 -0.020 -0.016 0.040
C 0.86984 3.17848 -0.20771 0.003 -0.023 -0.063
C 0.89411 2.00673 0.48846 0.021 0.014 -0.022
C 0.49096 0.86097 -0.27159 0.152 0.089 -0.045
C 0.17646 1.25328 -1.54832 -0.138 0.054 0.020
C -0.39446 0.31290 -2.51293 0.022 0.067 0.100
C -0.68866 0.58867 -3.84290 0.008 0.044 -0.021
C -1.19993 -0.42568 -4.63513 -0.025 -0.042 0.003
C -1.42087 -1.67695 -4.07804 0.007 0.059 0.000
C -1.11953 -1.86280 -2.73755 -0.006 -0.001 0.001
N -0.61306 -0.89787 -1.97941 0.113 -0.034 0.024
H 1.12845 4.16649 0.14022 0.001 -0.001 -0.006
H 1.19088 1.97116 1.52946 -0.002 -0.005 -0.003
H -0.52260 1.58026 -4.24548 0.018 -0.012 0.007
H -1.43022 -0.23814 -5.67595 0.001 -0.003 0.002
H -1.82644 -2.49124 -4.66151 -0.006 -0.001 0.009
H -1.28905 -2.80318 -2.22683 0.021 -0.001 -0.022
C 3.28262 -3.40356 -7.27510 -0.010 0.007 0.001
C 3.01228 -2.79694 -5.93122 -0.009 -0.030 0.035
C 3.13182 -1.42513 -5.72612 0.047 -0.023 -0.085
C 2.90009 -0.85604 -4.49009 -0.034 0.025 0.133
C 3.05714 0.63738 -4.33782 -0.004 -0.032 -0.009
C 2.52411 -1.70014 -3.41256 0.014 -0.077 -0.193
C 2.20238 -1.06764 -2.17604 0.093 0.025 0.057
O 1.89686 -1.65407 -1.12506 0.071 -0.131 0.036
C 2.39504 -3.10355 -3.60394 -0.052 0.043 0.091
C 1.99166 -4.04117 -2.50208 0.033 0.016 -0.026
C 2.64255 -3.61330 -4.86290 -0.005 0.018 -0.042
H 3.52292 -2.64667 -8.01880 -0.005 0.000 0.003
H 2.41593 -3.96892 -7.62060 0.003 0.001 -0.005
H 4.11852 -4.10214 -7.21216 0.002 0.000 -0.005
H 3.41921 -0.79128 -6.55646 0.007 0.000 0.007
H 3.39994 1.07039 -5.27505 -0.012 -0.003 -0.006
H 3.78656 0.89903 -3.57042 0.002 -0.010 0.001
H 2.11222 1.11807 -4.07484 0.011 0.002 0.002
H 2.21254 0.02711 -2.16185 -0.001 -0.014 0.012
H 1.03225 -3.75795 -2.06578 0.014 0.011 -0.028
H 2.71415 -4.02320 -1.68515 -0.005 -0.002 -0.004
H 1.92000 -5.05848 -2.88367 0.001 0.009 -0.009
H 2.54335 -4.68057 -5.02400 0.008 0.002 -0.003
Cl -2.85993 -4.53322 -0.83963 -0.017 -0.014 -0.003
C -1.41047 -5.13760 -0.09420 0.007 0.099 -0.007
C -1.32166 -6.48756 0.19006 0.007 -0.032 0.006
C -0.16867 -7.00438 0.76384 -0.041 0.035 -0.018
C 0.89184 -6.15882 1.05234 0.073 -0.002 0.032
C 0.76612 -4.81406 0.77557 -0.041 0.045 -0.021
Cl 2.07139 -3.72225 1.17437 0.112 -0.152 0.036
C -0.37420 -4.22617 0.19273 -0.025 -0.265 -0.019
N -0.44361 -2.89681 -0.05998 0.475 0.070 0.175
H -2.15568 -7.13296 -0.05068 0.000 0.008 -0.001
H -0.09530 -8.06102 0.98010 0.000 0.004 -0.004
H 1.80112 -6.53663 1.49996 -0.005 0.007 -0.004


[5]
27
Properties=species:S:1:pos:R:3:forces:R:3 method="wB97M-V/def2-TZVPD" relative_energy_kj_mol=105.5 total_charge=-1 homo_energy_ev=-3.747
C 0.99784 -1.69411 0.89286 -0.124 0.413 0.512
O -0.37803 -1.49368 0.75030 0.063 -0.070 -0.100
C -0.96087 -2.27318 -0.31858 -0.927 0.106 0.034
Al -2.94037 -2.64147 0.16194 0.504 -0.099 0.212
B -3.51741 -0.90136 1.29577 0.136 -0.111 -0.371
O -3.42607 -0.87349 2.69443 0.070 0.677 0.199
O -3.99642 0.27040 0.68531 0.619 0.301 0.277
H 1.53306 -1.60885 -0.05096 0.129 -0.215 -0.283
H 1.37587 -0.91146 1.54365 0.126 0.227 0.143
H 1.21378 -2.63760 1.39215 0.095 -0.432 -0.192
H -0.90915 -1.68557 -1.24067 0.243 0.139 -0.267
H -0.39174 -3.18521 -0.48943 0.259 -0.217 0.090
H -3.84208 -2.83704 -1.16804 -0.018 -0.070 -0.243
H -2.96996 -3.93309 1.15043 -0.044 -0.168 -0.049
H -2.48444 -0.80534 2.91962 -0.378 -0.344 -0.035
H -3.51045 0.31957 -0.15238 -0.711 -0.185 0.064
N 2.52080 1.26789 0.11798 0.009 0.099 -0.072
C 1.37947 1.29272 -0.56911 -0.051 -0.131 0.049
C 1.05903 2.29216 -1.47802 0.015 0.039 -0.016
C 1.96440 3.31842 -1.68252 -0.032 0.023 -0.036
C 3.15427 3.30645 -0.97314 0.013 0.018 -0.008
C 3.38020 2.26189 -0.09121 0.048 -0.061 0.074
H 0.69176 0.47483 -0.38112 -0.064 0.033 0.010
H 0.11838 2.26143 -2.00974 -0.025 -0.028 0.015
H 1.74724 4.11535 -2.38261 -0.004 0.006 -0.005
H 3.89111 4.08823 -1.09973 0.021 -0.004 0.013
H 4.29978 2.21213 0.48281 0.027 0.053 -0.016


[6]
25
Properties=species:S:1:pos:R:3:forces:R:3 method="wB97M-V/def2-TZVPD" total_charge=0 homo_energy_ev=-10.045 smiles="O=C1C=CC(=O)C=C1.CCOP(F)ON=O"
C 1.75784 1.13469 -1.24033 0.225 0.256 -0.090
C 2.14486 2.58769 -1.39866 0.714 -0.957 -0.039
O 1.42709 3.28134 -2.44385 -0.311 0.280 1.321
P 0.05061 4.03188 -2.09883 -0.543 0.405 -2.293
F 0.07108 4.24864 -0.54693 0.150 -0.375 0.709
O -1.06286 2.73282 -2.24948 0.529 0.584 0.539
N -1.30880 2.02418 -1.06836 0.299 0.485 0.237
O -1.87702 1.04229 -1.29394 -0.742 -0.674 -0.309
H 1.90248 0.61550 -2.17810 -0.272 -0.185 -0.290
H 0.77284 0.98275 -0.82442 -0.076 -0.066 -0.100
H 2.45481 0.69766 -0.53618 0.129 -0.119 0.255
H 2.11118 3.07841 -0.43389 -0.374 0.466 -0.005
H 3.18221 2.59870 -1.69859 0.289 0.253 -0.269
C -2.17257 -2.39758 0.72724 0.039 0.054 -0.012
C -1.31028 -1.39865 0.55457 -0.041 -0.051 -0.038
C -0.03940 -1.34605 1.31705 0.009 -0.022 0.035
O 0.74922 -0.43612 1.16414 -0.052 -0.059 0.107
C 0.23581 -2.44571 2.27543 0.012 -0.032 0.019
C -0.62682 -3.44292 2.44664 0.053 0.026 0.011
C -1.90013 -3.49776 1.68456 -0.029 -0.006 -0.004
O -2.68461 -4.40750 1.83952 -0.024 -0.040 0.013
H -3.10638 -2.45628 0.18256 -0.008 -0.035 0.014
H -1.49464 -0.58753 -0.14056 0.054 -0.204 0.214
H 1.16964 -2.38657 2.81992 0.010 0.037 -0.016
H -0.44613 -4.25388 3.14051 -0.041 -0.021 -0.010


| no. | strongest force on any atom (eV/Å) | calculated total energy (eV) |
| --- | --- | --- |
| 1 | 2.8 | -7289.0861 |
| 2 | 2.6 | -16547.4515 |
| 3 | 0.8 | -54649.2073 |
| 4 | 1.0 | -97205.9924 |
| 5 | 0.9 | -22393.4172 |
| 6 | 2.4 | -32173.4772 |